[1]
A cluster of 2 separate species, C5H12O2S in total. Source: the OMol25 dataset; level of theory: ωB97M-V/def2-TZVPD.

Properties
- E_tot: -746.254455 Eh

Structure (ORCA input):
```
! wB97M-V def2-TZVPD RIJCOSX def2/J DEFGRID3
* xyz 0 1
C -2.500 -0.188 0.205
C 2.368 -0.424 0.924
C -1.541 -0.430 -0.809
C 1.241 -0.648 -0.145
C 0.166 0.547 0.075
O 1.747 -0.614 -1.429
O 0.031 0.928 1.378
S 0.619 1.923 -1.080
H -2.597 0.902 0.559
H -3.513 -0.384 -0.251
H -2.218 -0.793 1.045
H 1.843 -0.347 1.799
H 3.070 -1.249 0.696
H 2.950 0.457 0.688
H -1.123 -1.437 -0.840
H -1.564 0.070 -1.711
H 0.774 -1.641 0.052
H 1.082 -0.904 -2.122
H -0.862 1.284 1.520
H 0.027 2.950 -0.553
*
```


[2]
A cluster of 3 separate species, C5H12O3 in total. Source: the OMol25 dataset; level of theory: ωB97M-V/def2-TZVPD.

Properties
- E_tot: -423.354303 Eh
- Structure (SMILES): C/C=C/C=C/O.O.O

Structure (ORCA input):
```
! wB97M-V def2-TZVPD RIJCOSX def2/J DEFGRID3
* xyz 0 1
C 1.641 2.231 0.463
C 1.082 0.896 0.946
C 0.270 0.152 0.198
C -0.146 -1.208 0.615
C -1.434 -1.614 0.741
O -1.791 -2.914 0.692
H 1.848 2.177 -0.627
H 0.863 2.993 0.536
H 2.449 2.491 1.124
H 1.455 0.581 1.901
H -0.108 0.461 -0.763
H 0.674 -1.835 0.943
H -2.315 -0.968 0.674
H -1.124 -3.581 0.874
O -1.038 4.091 -0.938
H -1.924 3.788 -1.145
H -0.634 3.333 -0.478
O 0.303 -3.540 -2.146
H 0.031 -4.456 -2.216
H -0.102 -3.078 -1.394
*
```


[3]
A cluster of 3 separate species, C5H12O3 in total. Source: the OMol25 dataset; level of theory: ωB97M-V/def2-TZVPD.

Properties
- E_tot: -423.337782 Eh
- Structure (SMILES): C=C/C=C/CO.O.O

Structure (ORCA input):
```
! wB97M-V def2-TZVPD RIJCOSX def2/J DEFGRID3
* xyz 0 1
C -2.237 -1.705 1.365
C -1.691 -1.093 0.322
C -0.370 -1.347 -0.235
C 0.724 -0.995 0.469
C 1.999 -0.950 -0.361
O 2.555 0.340 -0.566
H -1.703 -2.213 2.159
H -3.280 -1.701 1.618
H -2.343 -0.518 -0.327
H -0.146 -1.739 -1.202
H 0.787 -0.477 1.403
H 1.937 -1.190 -1.457
H 2.819 -1.645 -0.076
H 2.716 0.870 0.227
O -2.065 1.989 -0.488
H -2.572 2.218 -1.280
H -1.551 2.791 -0.328
O 1.518 2.844 -0.557
H 1.098 2.532 0.254
H 1.806 1.989 -0.940
*
```


[4]
A cluster of 2 separate species, C5H12O3 in total. Source: the OMol25 dataset; level of theory: ωB97M-V/def2-TZVPD.

Properties
- E_tot: -423.298419 Eh

Structure (ORCA input):
```
! wB97M-V def2-TZVPD RIJCOSX def2/J DEFGRID3
* xyz 0 1
C 0.572 1.314 0.182
C 1.825 -0.718 -0.054
C -0.501 -0.866 0.827
C -2.520 0.252 0.484
C 0.358 -0.157 -0.113
O -3.380 -0.853 0.511
O -2.328 0.982 -0.709
O -0.106 -0.224 -1.530
H 1.357 1.653 -0.424
H 0.855 1.417 1.227
H -0.416 1.939 -0.073
H 2.574 -0.183 -0.621
H 2.149 -0.881 0.995
H 1.869 -1.789 -0.381
H -0.729 -1.832 0.547
H -0.368 -0.693 1.931
H -2.422 0.850 1.272
H -4.000 -0.894 1.272
H -1.800 0.470 -1.333
H 0.121 -1.068 -1.911
*
```